(1)
{"formula": "C19H23FNO", "method": "the ωB97M-V functional and the def2-TZVPD basis", "symbols": ["C", "O", "C", "C", "C", "C", "C", "N", "C", "C", "C", "C", "C", "C", "C", "C", "C", "C", "C", "F", "C", "C", "H", "H", "H", "H", "H", "H", "H", "H", "H", "H", "H", "H", "H", "H", "H", "H", "H", "H", "H", "H", "H", "H", "H"], "coordinates": [[-4.187, -3.131, -0.285], [-3.190, -2.127, -0.293], [-2.464, -2.147, -1.470], [-1.396, -1.033, -1.512], [-0.618, -1.232, -2.809], [0.789, -0.732, -2.520], [1.013, -0.724, -0.978], [-0.369, -0.868, -0.403], [-0.504, -1.123, 1.216], [-1.753, -0.501, 1.868], [-2.896, -1.292, 2.133], [-4.136, -0.677, 2.346], [-4.216, 0.713, 2.538], [-3.011, 1.416, 2.682], [-1.778, 0.776, 2.429], [0.884, -0.714, 1.729], [1.728, -1.706, 2.214], [3.038, -1.333, 2.589], [3.404, 0.007, 2.470], [4.673, 0.436, 2.782], [2.526, 1.027, 2.111], [1.238, 0.638, 1.704], [-4.657, -3.079, 0.696], [-4.912, -2.968, -1.102], [-3.708, -4.115, -0.443], [-2.145, -3.178, -1.782], [-3.133, -1.846, -2.293], [-1.959, -0.031, -1.502], [-0.610, -2.272, -3.184], [-1.177, -0.687, -3.597], [1.543, -1.295, -3.098], [0.833, 0.314, -2.874], [1.671, -1.568, -0.631], [1.360, 0.303, -0.690], [-0.597, 0.156, -0.190], [-0.725, -2.172, 0.961], [-2.854, -2.395, 2.239], [-5.077, -1.235, 2.330], [-5.172, 1.258, 2.657], [-2.971, 2.476, 2.981], [-0.838, 1.253, 2.744], [1.437, -2.750, 2.360], [3.819, -2.049, 2.827], [2.755, 2.064, 1.970], [0.498, 1.381, 1.428]], "multiplicity": 1, "smiles": "COC[C@@H]1CCC[N@@H+]1[C@H](c1ccccc1)c1ccc(F)cc1", "lumo_ev": -2.9, "charge": 1, "total_energy_ha": -967.30976, "homo_lumo_gap_ev": 9.051, "mol_weight_g_mol": 300.40, "e_above_lowest_kj_mol": 111.5}

***

(2)
{"formula": "C20H30F6N5O9S2V", "method": "the ωB97M-V functional and the def2-TZVPD basis", "symbols": ["V", "N", "O", "O", "O", "C", "F", "F", "F", "S", "O", "O", "O", "C", "F", "F", "F", "S", "O", "O", "O", "N", "C", "C", "C", "C", "H", "H", "H", "H", "H", "N", "C", "C", "C", "C", "H", "H", "H", "H", "H", "N", "C", "C", "C", "C", "H", "H", "H", "H", "H", "C", "C", "N", "C", "C", "C", "C", "H", "H", "H", "H", "H", "H", "H", "H", "H", "H", "H", "H", "H", "H", "H"], "coordinates": [[-14.881, -7.447, -8.012], [-17.073, -5.992, -8.307], [-18.099, -5.398, -8.467], [-16.587, -6.266, -7.169], [-16.377, -6.500, -9.245], [-15.897, -8.444, -11.936], [-17.075, -8.784, -11.449], [-15.818, -8.899, -13.179], [-15.775, -7.126, -11.983], [-14.476, -9.156, -10.915], [-14.576, -10.577, -11.145], [-13.264, -8.447, -11.243], [-14.931, -8.765, -9.538], [-14.198, -4.173, -4.976], [-13.882, -3.240, -5.860], [-13.915, -3.754, -3.759], [-15.508, -4.463, -5.062], [-13.268, -5.771, -5.405], [-13.180, -6.550, -4.209], [-14.078, -6.460, -6.471], [-11.996, -5.319, -5.948], [-21.072, -3.514, -11.470], [-19.827, -3.357, -10.928], [-19.129, -2.462, -11.696], [-20.029, -2.022, -12.710], [-21.209, -2.685, -12.559], [-21.731, -4.230, -11.220], [-19.507, -3.899, -10.054], [-18.161, -2.026, -11.521], [-19.762, -1.331, -13.495], [-22.095, -2.718, -13.169], [-20.847, -6.371, -8.956], [-22.210, -6.222, -8.941], [-22.723, -7.009, -9.961], [-21.623, -7.654, -10.568], [-20.484, -7.203, -9.973], [-20.231, -5.793, -8.414], [-22.684, -5.504, -8.295], [-23.743, -7.198, -10.253], [-21.637, -8.377, -11.368], [-19.458, -7.430, -10.216], [-16.819, -0.529, -6.838], [-17.186, -0.170, -8.114], [-18.081, -1.135, -8.529], [-18.241, -2.083, -7.519], [-17.456, -1.663, -6.464], [-16.286, 0.043, -6.209], [-16.770, 0.643, -8.680], [-18.691, -1.150, -9.418], [-18.935, -2.905, -7.495], [-17.453, -2.001, -5.439], [-13.122, -9.521, -5.640], [-14.243, -10.005, -6.548], [-15.421, -9.094, -6.714], [-16.458, -9.999, -7.352], [-17.852, -9.394, -7.484], [-15.905, -8.699, -5.365], [-16.256, -9.812, -4.380], [-12.618, -8.613, -5.963], [-12.326, -10.267, -5.563], [-13.443, -9.430, -4.604], [-13.808, -10.238, -7.527], [-14.538, -11.004, -6.227], [-16.595, -10.936, -6.816], [-16.079, -10.191, -8.352], [-18.249, -9.156, -6.499], [-18.523, -10.141, -7.906], [-17.868, -8.530, -8.151], [-15.229, -7.995, -4.889], [-16.826, -8.125, -5.471], [-15.429, -10.507, -4.206], [-16.409, -9.398, -3.381], [-17.128, -10.445, -4.549]], "multiplicity": 3, "lumo_ev": [-2.9, -2.0], "total_energy_ha": -4070.51019, "homo_lumo_gap_ev": [5.181, 6.095], "mol_weight_g_mol": 713.55}

***

(3)
{"formula": "C43H60BaCl3GeN5O5SSi3", "method": "the ωB97M-V functional and the def2-TZVPD basis", "symbols": ["Ba", "Cl", "C", "C", "C", "C", "C", "Cl", "C", "S", "H", "H", "H", "C", "O", "C", "C", "C", "C", "C", "C", "N", "C", "N", "C", "C", "C", "C", "C", "C", "O", "C", "N", "C", "C", "C", "C", "C", "C", "O", "C", "H", "H", "H", "H", "H", "H", "H", "H", "H", "H", "H", "H", "H", "H", "H", "H", "H", "H", "H", "H", "H", "H", "O", "H", "H", "Cl", "C", "Si", "C", "C", "Ge", "Si", "C", "C", "C", "Si", "C", "C", "C", "H", "H", "H", "H", "H", "H", "H", "H", "H", "H", "H", "H", "H", "H", "H", "H", "H", "H", "H", "H", "H", "H", "H", "H", "H", "H", "H", "N", "C", "O", "C", "C", "C", "N", "C", "C", "H", "H", "H", "H", "H", "H"], "coordinates": [[-0.826, -0.587, 0.627], [-0.525, -2.657, -2.102], [-1.412, -4.134, -1.811], [-1.932, -4.771, -2.926], [-2.664, -5.934, -2.772], [-2.862, -6.435, -1.495], [-2.331, -5.781, -0.396], [-2.644, -6.490, 1.161], [-1.571, -4.589, -0.485], [-0.903, -3.792, 0.904], [-1.763, -4.343, -3.906], [-3.079, -6.442, -3.633], [-3.440, -7.337, -1.337], [-5.832, 3.291, 4.869], [-5.357, 2.264, 5.744], [-5.474, 1.010, 5.182], [-6.565, 0.212, 5.458], [-6.669, -1.047, 4.882], [-5.668, -1.487, 4.027], [-4.564, -0.688, 3.756], [-4.451, 0.569, 4.344], [-3.370, 1.440, 4.146], [-2.241, 1.071, 3.382], [-1.135, 0.987, 4.137], [0.248, 0.638, 3.903], [0.721, 0.069, 2.728], [2.092, -0.260, 2.761], [2.917, -0.019, 3.847], [2.395, 0.555, 5.003], [1.052, 0.873, 5.028], [0.424, 1.392, 6.148], [1.221, 2.183, 7.011], [-2.336, 0.848, 2.101], [-3.555, 1.217, 1.440], [-4.131, 2.470, 1.617], [-5.301, 2.821, 0.957], [-5.896, 1.916, 0.093], [-5.308, 0.684, -0.136], [-4.142, 0.334, 0.524], [-3.472, -0.844, 0.323], [-3.940, -1.721, -0.710], [-5.585, 4.244, 5.331], [-6.914, 3.215, 4.744], [-5.359, 3.220, 3.885], [-7.328, 0.593, 6.126], [-7.524, -1.675, 5.098], [-5.732, -2.465, 3.567], [-3.785, -1.053, 3.097], [-3.224, 2.105, 4.889], [-1.309, 1.170, 5.111], [2.545, -0.731, 1.889], [3.969, -0.289, 3.813], [3.026, 0.735, 5.862], [1.999, 1.596, 7.500], [0.558, 2.582, 7.776], [1.688, 3.005, 6.464], [-3.628, 3.185, 2.255], [-5.730, 3.805, 1.103], [-6.797, 2.179, -0.447], [-5.742, 0.016, -0.866], [-3.250, -2.561, -0.725], [-3.936, -1.219, -1.679], [-4.939, -2.096, -0.480], [-0.066, 2.535, 0.162], [-0.662, 2.401, 0.908], [-0.581, 2.273, -0.627], [1.686, -0.268, -0.850], [5.345, -1.462, 0.004], [5.165, 0.305, -0.562], [4.839, 1.420, 0.895], [6.734, 0.835, -1.443], [3.375, 0.459, -2.121], [3.343, -1.146, -3.877], [1.874, -0.822, -4.977], [3.233, -2.851, -3.136], [4.929, -0.974, -4.862], [2.814, 2.692, -2.750], [2.960, 3.817, -1.274], [4.106, 3.146, -4.035], [1.111, 2.806, -3.475], [6.166, -1.543, 0.724], [5.559, -2.126, -0.839], [4.430, -1.819, 0.486], [5.448, 1.115, 1.752], [3.789, 1.373, 1.200], [5.079, 2.458, 0.653], [7.607, 0.724, -0.792], [6.671, 1.885, -1.748], [6.903, 0.235, -2.343], [0.944, -1.053, -4.449], [1.922, -1.449, -5.873], [1.830, 0.224, -5.292], [2.350, -2.937, -2.496], [4.114, -3.072, -2.526], [3.160, -3.607, -3.924], [5.069, 0.052, -5.219], [4.918, -1.639, -5.732], [5.796, -1.235, -4.245], [3.961, 3.780, -0.836], [2.236, 3.523, -0.506], [2.750, 4.851, -1.568], [5.120, 3.004, -3.645], [4.004, 4.193, -4.339], [4.001, 2.523, -4.930], [0.360, 2.401, -2.790], [1.026, 2.257, -4.417], [0.861, 3.855, -3.666], [-4.559, 0.812, -6.147], [-4.712, 1.558, -4.962], [-5.716, 2.276, -4.839], [-3.697, 1.407, -3.964], [-3.741, 2.195, -2.772], [-2.787, 2.052, -1.812], [-1.720, 1.186, -1.881], [-1.660, 0.465, -3.040], [-2.571, 0.523, -4.054], [-5.159, 1.166, -6.874], [-3.612, 0.650, -6.451], [-4.556, 2.894, -2.636], [-2.853, 2.651, -0.906], [-0.808, -0.202, -3.129], [-2.431, -0.134, -4.906]], "multiplicity": 2, "lumo_ev": [2.0, 2.0], "charge": -1, "total_energy_ha": -7074.43696, "homo_lumo_gap_ev": [4.338, 6.830], "mol_weight_g_mol": 1159.61, "e_above_lowest_kj_mol": 65.9}

***

(4)
{"formula": "C23H39Cl10FO4", "method": "the ωB97M-V functional and the def2-TZVPD basis", "symbols": ["F", "C", "C", "C", "C", "C", "C", "H", "H", "H", "H", "H", "C", "C", "C", "O", "H", "H", "H", "H", "H", "H", "C", "C", "C", "O", "H", "H", "H", "H", "H", "H", "C", "C", "C", "O", "H", "H", "H", "H", "H", "H", "C", "C", "C", "O", "H", "H", "H", "H", "H", "H", "Cl", "C", "Cl", "H", "H", "Cl", "C", "Cl", "H", "H", "Cl", "C", "Cl", "H", "H", "Cl", "C", "Cl", "H", "H", "Cl", "C", "Cl", "H", "H"], "coordinates": [[3.638, -6.453, -17.141], [4.807, -7.107, -17.218], [4.847, -8.487, -17.454], [6.064, -9.139, -17.409], [7.262, -8.444, -17.237], [7.235, -7.066, -17.118], [5.996, -6.421, -17.086], [3.900, -8.993, -17.591], [5.987, -10.198, -17.597], [8.155, -9.036, -17.081], [8.141, -6.481, -17.059], [5.983, -5.353, -16.894], [11.503, -4.234, -14.762], [12.495, -5.181, -14.145], [12.802, -6.476, -14.853], [13.029, -4.979, -13.078], [10.902, -4.837, -15.447], [12.060, -3.531, -15.385], [10.863, -3.721, -14.053], [12.745, -7.294, -14.135], [13.840, -6.533, -15.200], [12.219, -6.691, -15.751], [10.436, -8.876, -23.498], [11.570, -7.923, -23.157], [12.123, -7.134, -24.307], [11.863, -7.723, -22.001], [10.764, -9.917, -23.500], [9.917, -8.537, -24.390], [9.748, -8.856, -22.652], [12.584, -7.859, -24.978], [12.775, -6.364, -23.895], [11.298, -6.633, -24.812], [4.841, -4.120, -22.135], [5.263, -4.359, -20.714], [4.436, -3.840, -19.598], [6.310, -4.908, -20.479], [4.215, -4.868, -22.622], [5.737, -4.085, -22.763], [4.411, -3.123, -22.251], [4.193, -2.777, -19.700], [5.012, -3.893, -18.676], [3.468, -4.342, -19.546], [9.840, -8.650, -19.598], [10.207, -7.347, -18.962], [9.746, -6.084, -19.671], [10.931, -7.290, -17.993], [9.804, -9.459, -18.868], [10.672, -8.958, -20.235], [8.929, -8.624, -20.191], [9.286, -5.523, -18.848], [8.942, -6.308, -20.365], [10.520, -5.436, -20.063], [13.307, -4.923, -18.002], [12.990, -3.959, -19.461], [14.304, -2.876, -19.860], [12.728, -4.637, -20.274], [12.061, -3.401, -19.359], [7.005, -8.450, -22.530], [6.126, -8.186, -21.022], [4.534, -8.948, -21.183], [6.717, -8.667, -20.245], [6.063, -7.138, -20.745], [9.097, -5.295, -23.073], [9.971, -3.767, -22.968], [10.036, -3.046, -21.347], [10.999, -3.851, -23.310], [9.511, -3.061, -23.653], [7.903, -11.670, -19.023], [7.947, -12.934, -17.717], [7.163, -12.320, -16.266], [7.366, -13.744, -18.135], [8.978, -13.154, -17.482], [12.535, -10.420, -18.509], [13.503, -8.962, -18.592], [15.260, -9.236, -18.627], [13.200, -8.519, -19.537], [13.260, -8.291, -17.779]], "multiplicity": 1, "smiles": "Fc1ccccc1.CC(C)=O.CC(C)=O.CC(C)=O.CC(C)=O.ClCCl.ClCCl.ClCCl.ClCCl.ClCCl", "lumo_ev": 0.2, "total_energy_ha": -5902.48371, "homo_lumo_gap_ev": 9.419, "mol_weight_g_mol": 753.09, "e_above_lowest_kj_mol": 0.0}